Record 1
C72H57NO10S | wB97M-V/def2-TZVPD

Values from the calculation:
SMILES string = CC(=O)OCc1ccc2c(c1)Sc1cc(CC(=O)c3ccccc3)ccc1N2OC[C@H](C)CC(C)C.O=C1c2ccccc2C(=O)c2ccccc21.O=C1c2ccccc2C(=O)c2ccccc21.O=C1c2ccccc2C(=O)c2ccccc21
frontier orbital gap = 6.66 eV
electronic energy = -3983.25968 a.u.
LUMO = -1.117 eV

Structure (ORCA input):
```
! wB97M-V def2-TZVPD RIJCOSX def2/J DEFGRID3
* xyz 0 1
C 4.140 -0.657 1.210
C 4.887 -0.830 2.484
O 6.064 -0.701 2.555
O 4.135 -1.123 3.574
C 4.334 -2.468 4.045
C 3.699 -3.442 3.108
C 4.452 -4.393 2.438
C 3.865 -5.256 1.530
C 2.502 -5.207 1.257
C 1.735 -4.276 1.951
C 2.329 -3.394 2.855
S -0.014 -4.139 1.765
C -0.285 -5.108 0.317
C -1.558 -5.003 -0.265
C -1.878 -5.718 -1.412
C -3.199 -5.652 -2.119
C -3.114 -4.968 -3.483
O -3.740 -5.385 -4.412
C -2.362 -3.676 -3.610
C -0.999 -3.577 -3.861
C -0.386 -2.327 -3.891
C -1.149 -1.182 -3.693
C -2.514 -1.274 -3.490
C -3.115 -2.522 -3.441
C -0.903 -6.558 -1.938
C 0.341 -6.672 -1.357
C 0.681 -5.939 -0.225
N 2.001 -6.148 0.299
O 2.899 -6.111 -0.824
C 3.557 -7.353 -0.992
C 4.483 -7.192 -2.175
C 3.680 -7.136 -3.466
C 5.563 -8.261 -2.193
C 6.662 -8.032 -1.155
C 7.597 -6.883 -1.552
C 7.423 -9.317 -0.878
H 4.367 -1.486 0.549
H 3.069 -0.648 1.378
H 4.426 0.277 0.746
H 3.887 -2.504 5.030
H 5.395 -2.671 4.161
H 5.515 -4.449 2.626
H 4.508 -5.960 1.034
H 1.736 -2.644 3.357
H -2.293 -4.346 0.172
H -3.941 -5.090 -1.557
H -3.583 -6.649 -2.304
H -0.389 -4.451 -4.018
H 0.676 -2.261 -4.047
H -0.685 -0.208 -3.688
H -3.121 -0.396 -3.346
H -4.177 -2.605 -3.274
H -1.134 -7.144 -2.815
H 1.049 -7.334 -1.822
H 2.848 -8.154 -1.209
H 4.091 -7.651 -0.092
H 4.950 -6.214 -2.066
H 4.339 -7.156 -4.326
H 3.118 -6.209 -3.515
H 2.976 -7.962 -3.537
H 5.116 -9.247 -2.063
H 6.048 -8.270 -3.167
H 6.176 -7.738 -0.227
H 8.524 -7.247 -1.980
H 7.812 -6.266 -0.688
H 7.132 -6.237 -2.292
H 6.787 -9.996 -0.316
H 7.671 -9.818 -1.810
H 8.323 -9.143 -0.299
O -1.485 6.947 -0.449
C -1.309 5.763 -0.650
C -0.704 4.886 0.391
C -0.353 5.433 1.619
C 0.172 4.623 2.611
C 0.348 3.262 2.381
C 0.014 2.716 1.154
C -0.506 3.524 0.154
C -0.849 2.914 -1.159
O -0.630 1.742 -1.382
C -1.482 3.785 -2.191
C -1.854 3.232 -3.410
C -2.467 4.021 -4.369
C -2.710 5.367 -4.115
C -2.328 5.925 -2.906
C -1.713 5.139 -1.941
H -0.500 6.490 1.792
H 0.440 5.049 3.568
H 0.744 2.628 3.164
H 0.147 1.661 0.966
H -1.665 2.185 -3.599
H -2.760 3.588 -5.316
H -3.197 5.980 -4.862
H -2.509 6.972 -2.708
O 4.242 5.304 8.400
C 3.757 4.336 7.854
C 2.378 3.878 8.188
C 1.638 4.591 9.123
C 0.344 4.199 9.424
C -0.216 3.094 8.792
C 0.522 2.373 7.869
C 1.822 2.758 7.566
C 2.605 1.959 6.582
O 2.140 0.956 6.082
C 3.975 2.429 6.231
C 4.714 1.721 5.290
C 5.980 2.155 4.936
C 6.514 3.300 5.518
C 5.786 4.005 6.461
C 4.517 3.572 6.825
H 2.079 5.451 9.607
H -0.232 4.757 10.150
H -1.230 2.795 9.022
H 0.095 1.509 7.377
H 4.297 0.834 4.833
H 6.551 1.599 4.202
H 7.500 3.642 5.234
H 6.196 4.894 6.921
O -7.734 4.685 -4.968
C -8.232 5.689 -4.502
C -7.522 6.486 -3.463
C -6.262 6.078 -3.043
C -5.572 6.825 -2.104
C -6.136 7.983 -1.578
C -7.397 8.387 -1.983
C -8.096 7.639 -2.923
C -9.459 8.081 -3.334
O -9.979 9.053 -2.829
C -10.161 7.295 -4.389
C -11.417 7.707 -4.814
C -12.073 7.005 -5.810
C -11.477 5.888 -6.387
C -10.230 5.467 -5.960
C -9.568 6.165 -4.957
H -5.827 5.178 -3.457
H -4.594 6.505 -1.778
H -5.588 8.569 -0.852
H -7.845 9.283 -1.576
H -11.872 8.578 -4.363
H -13.051 7.328 -6.142
H -11.989 5.345 -7.170
H -9.762 4.598 -6.400
*
```

***

Record 2
C72H60N12O24 | wB97M-V/def2-TZVPD

Values from the calculation:
SMILES string = O=[N+]([O-])c1ccccc1.O=[N+]([O-])c1ccccc1.O=[N+]([O-])c1ccccc1.O=[N+]([O-])c1ccccc1.O=[N+]([O-])c1ccccc1.O=[N+]([O-])c1ccccc1.O=[N+]([O-])c1ccccc1.O=[N+]([O-])c1ccccc1.O=[N+]([O-])c1ccccc1.O=[N+]([O-])c1ccccc1.O=[N+]([O-])c1ccccc1.O=[N+]([O-])c1ccccc1
frontier orbital gap = 8.69 eV
electronic energy = -5241.31564 a.u.
energy relative to the best compared isomer or geometry (same formula, charge and spin) = 3.602 eV
LUMO = -0.799 eV

Structure (ORCA input):
```
! wB97M-V def2-TZVPD RIJCOSX def2/J DEFGRID3
* xyz 0 1
O -0.721 -5.422 -8.560
N 0.456 -5.395 -8.269
O 1.296 -6.209 -8.612
C 0.871 -4.341 -7.302
C -0.081 -3.803 -6.478
C 0.292 -2.899 -5.486
C 1.618 -2.454 -5.443
C 2.545 -2.875 -6.431
C 2.149 -3.853 -7.362
H -1.125 -4.166 -6.474
H -0.392 -2.468 -4.771
H 2.008 -1.775 -4.642
H 3.566 -2.541 -6.411
H 2.950 -4.128 -8.067
O 0.521 1.227 4.591
N 1.249 0.748 5.437
O 0.999 -0.242 6.101
C 2.495 1.537 5.803
C 3.267 1.220 6.851
C 4.343 2.005 7.255
C 4.731 2.999 6.407
C 3.992 3.291 5.241
C 2.838 2.571 4.946
H 3.009 0.444 7.533
H 4.939 1.875 8.155
H 5.670 3.583 6.538
H 4.207 4.110 4.554
H 2.096 2.916 4.236
O -0.301 4.453 4.790
N -0.549 4.959 3.681
O 0.221 5.680 3.046
C -1.859 4.651 3.101
C -2.366 5.533 2.154
C -3.592 5.280 1.604
C -4.283 4.085 1.913
C -3.789 3.258 2.873
C -2.583 3.548 3.464
H -1.836 6.401 1.868
H -3.924 6.030 0.934
H -5.280 3.961 1.513
H -4.331 2.348 3.162
H -2.218 2.847 4.210
O 2.680 2.204 1.641
N 3.700 2.653 1.180
O 4.541 2.001 0.583
C 3.925 4.136 1.264
C 5.084 4.696 0.745
C 5.291 6.026 1.000
C 4.304 6.805 1.632
C 3.047 6.251 1.932
C 2.936 4.882 1.855
H 5.788 4.200 0.153
H 6.132 6.569 0.537
H 4.500 7.843 1.827
H 2.294 6.921 2.317
H 2.067 4.321 2.071
O -6.942 1.006 4.372
N -6.183 1.087 5.312
O -6.387 1.718 6.352
C -4.902 0.411 5.110
C -4.572 -0.170 3.876
C -3.332 -0.730 3.644
C -2.403 -0.628 4.654
C -2.705 -0.091 5.869
C -3.975 0.414 6.139
H -5.380 -0.390 3.164
H -3.133 -1.316 2.743
H -1.318 -0.904 4.527
H -1.888 -0.061 6.631
H -4.128 0.953 7.076
O 3.266 4.170 -1.623
N 2.553 4.506 -2.557
O 3.008 5.038 -3.552
C 1.093 4.174 -2.489
C 0.459 4.052 -3.722
C -0.928 3.723 -3.579
C -1.480 3.360 -2.408
C -0.763 3.440 -1.248
C 0.550 3.836 -1.261
H 1.063 4.333 -4.636
H -1.536 3.617 -4.493
H -2.537 3.091 -2.383
H -1.136 3.121 -0.308
H 1.203 3.736 -0.410
O -1.796 -2.215 -2.482
N -0.749 -2.056 -1.895
O 0.272 -2.682 -2.106
C -0.774 -1.075 -0.857
C 0.387 -0.895 -0.054
C 0.368 0.057 0.996
C -0.819 0.678 1.365
C -1.986 0.500 0.607
C -1.921 -0.387 -0.498
H 1.195 -1.502 -0.286
H 1.285 0.239 1.534
H -0.880 1.392 2.183
H -2.911 0.996 0.922
H -2.774 -0.721 -1.020
O 3.819 -1.460 0.876
N 4.115 -1.126 2.020
O 3.300 -1.105 2.950
C 5.499 -0.830 2.286
C 6.453 -0.756 1.282
C 7.754 -0.464 1.597
C 8.034 -0.247 2.975
C 7.082 -0.219 3.961
C 5.811 -0.558 3.654
H 6.139 -0.846 0.253
H 8.537 -0.502 0.833
H 9.051 -0.012 3.265
H 7.400 0.048 4.957
H 4.971 -0.698 4.335
O -0.249 1.665 -6.371
N -0.170 1.013 -5.364
O -1.098 0.495 -4.767
C 1.164 0.922 -4.733
C 2.224 1.074 -5.554
C 3.505 0.943 -4.945
C 3.592 0.628 -3.564
C 2.419 0.482 -2.835
C 1.167 0.623 -3.400
H 2.170 1.217 -6.607
H 4.394 1.051 -5.525
H 4.576 0.455 -3.043
H 2.613 0.487 -1.797
H 0.228 0.549 -2.837
O -7.023 2.698 1.359
N -6.565 1.881 0.548
O -5.602 1.189 0.750
C -7.327 1.595 -0.750
C -8.369 2.428 -1.058
C -8.985 2.152 -2.293
C -8.557 1.162 -3.163
C -7.443 0.469 -2.819
C -6.734 0.745 -1.647
H -8.731 3.144 -0.322
H -9.875 2.776 -2.495
H -9.203 1.044 -4.010
H -6.953 -0.131 -3.519
H -5.796 0.261 -1.380
O -1.743 -4.389 -0.521
N -2.467 -4.370 0.411
O -2.940 -3.424 1.004
C -2.731 -5.657 0.937
C -2.987 -6.705 0.073
C -3.234 -7.931 0.582
C -3.465 -7.990 1.938
C -3.178 -6.991 2.806
C -2.906 -5.727 2.305
H -2.842 -6.605 -1.027
H -3.454 -8.846 0.048
H -3.774 -8.944 2.389
H -3.193 -7.246 3.800
H -2.656 -4.839 2.952
O -1.366 -7.395 -2.379
N -0.505 -7.826 -3.074
O -0.499 -8.973 -3.549
C 0.641 -6.926 -3.441
C 1.355 -7.265 -4.559
C 2.474 -6.487 -4.815
C 2.826 -5.462 -3.945
C 2.104 -5.147 -2.839
C 0.928 -5.885 -2.603
H 1.146 -8.041 -5.195
H 3.043 -6.784 -5.725
H 3.676 -4.787 -4.196
H 2.364 -4.264 -2.260
H 0.191 -5.661 -1.820
*
```

***

Record 3
C72H67BClF2IN4O25PSi | wB97M-V/def2-TZVPD

Values from the calculation:
frontier orbital gap = 7.82 eV
electronic energy = -6496.73696 a.u.
LUMO = -3.783 eV

Structure (ORCA input):
```
! wB97M-V def2-TZVPD RIJCOSX def2/J DEFGRID3
* xyz 1 1
C -4.270 -2.011 1.799
O -3.537 -1.380 0.734
B -2.756 -2.138 -0.053
O -3.036 -3.462 -0.280
C -1.478 -1.405 -0.862
P -0.033 -2.490 -0.283
N -0.267 -4.019 -0.450
C -1.898 -1.587 -2.281
C -1.850 -2.906 -3.000
C -0.600 -2.966 -3.960
O 0.452 -3.687 -3.395
Si 2.027 -3.225 -3.801
C 2.310 -1.366 -3.774
C 2.570 -3.912 -5.447
C 3.115 -3.958 -2.474
N -2.356 -0.474 -2.805
C -3.056 -0.357 -4.092
C -2.403 -0.894 -5.367
O -2.766 -1.908 -5.850
Cl -1.190 0.055 -6.197
C -2.234 0.733 -1.921
I -4.375 0.954 -1.369
N -1.841 1.864 -2.672
C -0.668 1.862 -3.549
C -2.356 3.216 -2.508
C -1.444 4.247 -1.892
O -3.415 3.515 -2.975
C -1.339 0.171 -0.713
C 0.141 0.510 -1.004
N -1.697 0.701 0.644
C -1.014 0.079 1.736
O -1.454 -0.748 2.425
F 0.230 0.530 1.930
C -1.622 2.129 0.762
O -0.655 2.770 0.891
F -2.827 2.700 0.745
H -4.584 -1.219 2.483
H -3.644 -2.709 2.356
H -5.157 -2.508 1.401
H -2.497 -4.085 0.234
H 0.107 -2.086 1.057
H 1.098 -2.036 -0.970
H -0.302 -4.534 0.426
H -2.755 -3.083 -3.588
H -1.744 -3.711 -2.276
H -0.968 -3.467 -4.862
H -0.312 -1.947 -4.246
H 1.557 -0.774 -4.312
H 3.248 -1.194 -4.315
H 2.434 -0.941 -2.774
H 3.461 -3.363 -5.753
H 2.820 -4.967 -5.287
H 1.801 -3.807 -6.214
H 2.912 -3.432 -1.532
H 4.169 -3.826 -2.721
H 2.854 -5.004 -2.301
H -3.988 -0.929 -4.011
H -3.350 0.688 -4.235
H -0.267 0.859 -3.681
H -0.957 2.228 -4.539
H 0.141 2.510 -3.192
H -1.972 4.804 -1.119
H -0.494 3.843 -1.549
H -1.209 4.962 -2.690
H 0.463 0.019 -1.926
H 0.814 0.237 -0.196
H 0.253 1.583 -1.172
C 2.000 7.529 -0.802
C 1.616 8.315 0.200
C 0.858 7.777 1.360
O 0.498 8.498 2.263
C 0.549 6.324 1.362
C 0.933 5.543 0.359
C 1.681 6.083 -0.798
O 2.022 5.351 -1.709
H 2.549 7.899 -1.658
H 1.830 9.376 0.220
H -0.005 5.952 2.215
H 0.717 4.484 0.326
C -2.909 10.841 -0.070
C -2.105 9.935 -0.620
C -2.373 8.483 -0.482
O -1.631 7.661 -0.985
C -3.570 8.074 0.290
C -4.377 8.976 0.841
C -4.110 10.431 0.703
O -4.845 11.252 1.205
H -2.734 11.905 -0.156
H -1.225 10.208 -1.188
H -3.747 7.009 0.376
H -5.257 8.699 1.407
C -0.881 -7.213 3.738
C -0.398 -8.403 4.087
C 0.571 -9.123 3.219
O 1.011 -10.205 3.529
C 0.985 -8.460 1.952
C 0.498 -7.271 1.608
C -0.472 -6.563 2.476
O -0.920 -5.475 2.149
H -1.587 -6.672 4.356
H -0.684 -8.895 5.006
H 1.692 -9.000 1.337
H 0.780 -6.771 0.688
C -0.992 -6.706 -3.708
C -2.278 -6.941 -3.955
C -2.707 -8.089 -4.795
O -3.878 -8.297 -5.021
C -1.643 -8.967 -5.346
C -0.356 -8.734 -5.099
C 0.070 -7.586 -4.259
O 1.241 -7.372 -4.029
H -0.658 -5.873 -3.099
H -3.071 -6.316 -3.562
H -1.977 -9.798 -5.954
H 0.435 -9.361 -5.490
C 1.487 -5.614 6.281
C 2.448 -4.767 6.635
C 2.685 -4.425 8.060
O 3.562 -3.653 8.380
C 1.810 -5.064 9.075
C 0.849 -5.912 8.720
C 0.613 -6.255 7.297
O -0.257 -7.034 6.971
H 1.297 -5.880 5.249
H 3.100 -4.290 5.913
H 2.002 -4.801 10.107
H 0.200 -6.392 9.442
C 4.922 3.238 3.368
C 5.062 2.047 2.796
C 4.670 1.827 1.379
O 4.779 0.740 0.850
C 4.124 2.989 0.629
C 3.983 4.175 1.212
C 4.369 4.394 2.628
O 4.230 5.478 3.153
H 5.201 3.413 4.397
H 5.460 1.195 3.332
H 3.842 2.813 -0.402
H 3.581 5.031 0.689
C 5.462 2.854 7.356
C 5.055 3.037 8.609
C 4.866 1.888 9.532
O 4.491 2.054 10.671
C 5.153 0.530 9.003
C 5.562 0.350 7.750
C 5.746 1.496 6.829
O 6.116 1.327 5.683
H 5.607 3.680 6.671
H 4.843 4.018 9.015
H 5.007 -0.292 9.691
H 5.774 -0.630 7.343
C -7.670 8.989 3.765
C -8.085 9.200 5.011
C -8.210 8.082 5.981
O -8.588 8.269 7.115
C -7.852 6.719 5.506
C -7.437 6.510 4.260
C -7.314 7.629 3.295
O -6.933 7.440 2.156
H -7.570 9.789 3.041
H -8.349 10.184 5.378
H -7.950 5.920 6.229
H -7.173 5.527 3.891
C 5.289 -3.267 -10.751
C 5.159 -2.695 -9.558
C 3.856 -2.681 -8.849
O 3.738 -2.158 -7.759
C 2.703 -3.331 -9.518
C 2.830 -3.904 -10.711
C 4.135 -3.918 -11.424
O 4.251 -4.441 -12.509
H 6.229 -3.288 -11.288
H 5.986 -2.216 -9.049
H 1.763 -3.309 -8.981
H 2.003 -4.383 -11.219
*
```